Entry 1:
Molecular formula: C27H22BrN3O5
Method: DFT, ωB97M-V/def2-TZVPD

HOMO energy, eV: -8.9
SMILES string: O=C(OCC(=O)N1CCN(C(=O)c2ccco2)CC1)c1cc(-c2cccc(Br)c2)nc2ccccc12
Molecular weight, g mol⁻¹: 548.4

Last column: Mulliken charge in e.
Element x y z (Å)
O1 -2.131 -3.384 -0.376  -0.589
C1 -1.613 -2.315 -0.202  0.292
O2 -0.413 -1.960 -0.693  -0.169
C2 0.366 -2.955 -1.351  -1.112
C3 1.720 -3.140 -0.653  1.096
O3 2.092 -4.247 -0.320  -0.679
N1 2.443 -2.026 -0.414  0.158
C4 3.741 -2.146 0.226  -0.794
C5 4.845 -1.744 -0.753  -0.965
N2 4.586 -0.408 -1.254  0.184
C6 5.457 0.587 -0.942  0.661
O4 6.502 0.348 -0.356  -0.712
C7 5.174 1.979 -1.335  0.257
C8 6.097 2.996 -1.347  -0.441
C9 5.405 4.163 -1.731  -0.510
C10 4.111 3.783 -1.915  -0.448
O5 3.958 2.471 -1.682  -0.264
C11 3.307 -0.315 -1.910  -1.288
C12 2.193 -0.696 -0.921  -0.298
C13 -2.242 -1.179 0.531  0.560
C14 -3.561 -0.906 0.266  -0.902
C15 -4.189 0.186 0.909  0.594
C16 -5.593 0.529 0.647  0.606
C17 -6.328 1.190 1.631  -0.487
C18 -7.650 1.527 1.415  -0.568
C19 -8.264 1.221 0.211  -0.386
C20 -7.525 0.577 -0.767  -0.120
Br1 -8.348 0.169 -2.439  -0.208
C21 -6.204 0.226 -0.568  -0.590
N3 -3.553 0.939 1.775  -0.595
C22 -2.272 0.677 2.077  -0.110
C23 -1.637 1.502 3.031  -0.491
C24 -0.341 1.267 3.393  -0.637
C25 0.369 0.195 2.829  -0.694
C26 -0.215 -0.620 1.898  -0.678
C27 -1.541 -0.391 1.481  0.973
H1 0.510 -2.653 -2.394  0.354
H2 -0.161 -3.913 -1.320  0.451
H3 3.767 -1.487 1.100  0.252
H4 3.868 -3.182 0.543  0.547
H5 5.816 -1.736 -0.257  0.486
H6 4.870 -2.446 -1.593  0.287
H7 7.136 2.895 -1.109  0.527
H8 5.811 5.146 -1.849  0.458
H9 3.234 4.332 -2.200  0.465
H10 3.133 0.685 -2.296  0.560
H11 3.298 -1.025 -2.748  0.247
H12 2.204 0.007 -0.080  0.131
H13 1.222 -0.636 -1.403  0.575
H14 -4.105 -1.534 -0.422  0.545
H15 -5.839 1.429 2.562  0.429
H16 -8.213 2.033 2.184  0.384
H17 -9.296 1.480 0.032  0.408
H18 -5.654 -0.257 -1.361  0.446
H19 -2.212 2.307 3.462  0.484
H20 0.144 1.895 4.125  0.387
H21 1.385 0.010 3.147  0.472
H22 0.335 -1.452 1.487  0.457

=====

Entry 2:
Molecular formula: C27H22CaI2N6O3S2Se2
Method: DFT, ωB97M-V/def2-TZVPD

Relative energy (zero: lowest compared OMol25 entry of this formula, charge and spin), kJ/mol: 46.6
HOMO energy, eV: -6.4
Molecular weight, g mol⁻¹: 994.5

Last column: Mulliken charge in e.
Element x y z (Å)
Ca1 -0.533 -0.464 -0.026  1.470
O1 -1.445 -2.045 -1.388  -0.342
N1 -1.138 -2.153 -2.687  0.485
C1 -1.703 -3.136 -3.379  -0.053
C2 -1.415 -3.333 -4.710  -0.748
C3 -0.377 -2.664 -5.295  -0.423
C4 0.187 -1.635 -4.609  -0.790
C5 -0.213 -1.334 -3.324  0.583
S1 0.374 0.110 -2.565  -0.542
H1 -2.357 -3.786 -2.866  0.150
H2 -1.921 -4.206 -5.173  0.339
H3 -0.065 -2.797 -6.305  0.421
H4 0.858 -0.917 -5.037  0.444
N2 3.946 -0.177 -0.377  -0.031
C6 3.980 1.168 -0.028  0.323
C7 4.947 2.145 -0.128  -1.092
C8 4.689 3.400 0.425  -0.590
C9 3.478 3.627 1.128  -0.779
C10 2.505 2.580 1.233  -0.401
C11 2.717 1.401 0.603  0.456
N3 1.964 0.211 0.502  0.450
C12 2.724 -0.644 -0.051  0.184
C13 2.169 -1.958 -0.382  -0.270
C14 2.649 -2.955 -1.216  -0.283
S2 1.679 -4.358 -1.174  -0.113
C15 0.675 -3.570 -0.035  -0.051
N4 1.065 -2.347 0.338  -0.156
H5 4.668 -0.784 -0.677  0.216
H6 5.852 2.051 -0.686  0.425
H7 5.264 4.282 0.174  0.381
H8 3.346 4.614 1.685  0.331
H9 1.610 2.795 1.756  0.415
H10 3.495 -2.876 -1.905  0.350
H11 -0.139 -4.187 0.351  0.176
Se1 -1.359 1.871 3.442  -0.005
Se2 0.448 0.543 4.084  -0.037
C16 -0.425 -1.162 3.616  0.104
C17 -0.463 -2.171 4.588  -0.676
C18 -1.089 -3.381 4.287  -0.361
C19 -1.677 -3.495 3.004  -0.842
C20 -1.608 -2.381 2.144  -0.371
N5 -0.954 -1.272 2.450  0.283
C21 -0.753 2.838 1.883  -0.523
C22 -0.471 4.184 1.981  -0.574
C23 -0.261 4.864 0.808  -0.349
C24 -0.284 4.166 -0.377  -0.881
C25 -0.368 2.809 -0.406  -0.034
N6 -0.521 2.148 0.790  0.617
H12 -0.017 -2.079 5.556  0.415
H13 -1.014 -4.199 5.000  0.399
H14 -2.291 -4.343 2.671  0.391
H15 -2.007 -2.507 1.136  0.587
H16 -0.455 4.643 2.959  0.506
H17 0.047 5.908 0.801  0.432
H18 -0.175 4.630 -1.331  0.533
H19 -0.433 2.200 -1.308  0.202
C26 -4.564 2.955 0.182  -0.396
O2 -4.783 1.826 -0.579  -0.332
C27 -3.964 0.807 -0.475  0.328
O3 -2.855 0.785 0.055  -0.436
H20 -3.549 3.146 0.440  0.097
H21 -5.224 2.931 1.072  0.245
H22 -4.908 3.729 -0.479  0.293
I1 -4.643 -0.815 -1.494  0.164
I2 -2.916 -5.240 -0.671  -0.712

=====

Entry 3:
Molecular formula: C27H22Cl2I2N4O3Pd
Method: DFT, ωB97M-V/def2-TZVPD

Relative energy (zero: lowest compared OMol25 entry of this formula, charge and spin), kJ/mol: 98.7
HOMO energy, eV: -1.5
Total charge: -2
Molecular weight, g mol⁻¹: 881.6

Last column: Mulliken charge in e.
Element x y z (Å)
Pd1 0.427 -0.260 -0.031  0.106
Cl1 -6.693 0.532 0.982  -0.338
C1 -5.007 0.040 1.143  0.560
C2 -4.695 -1.015 1.960  -0.507
C3 -3.369 -1.398 2.147  -0.455
I1 -2.933 -2.990 3.434  -0.060
C4 -2.252 -0.735 1.555  0.879
O1 -1.056 -0.996 1.807  -0.740
C5 -2.640 0.315 0.589  0.006
N1 -1.640 0.882 -0.137  0.499
C6 -1.911 1.863 -0.962  -0.676
C7 -3.207 2.378 -1.127  -0.904
C8 -4.240 1.810 -0.440  -0.797
C9 -3.994 0.727 0.433  0.097
H1 -5.491 -1.547 2.463  0.351
H2 -1.077 2.267 -1.524  0.455
H3 -3.375 3.211 -1.799  0.376
H4 -5.252 2.181 -0.549  0.375
Cl2 -2.449 -4.205 -0.786  -0.267
C10 -1.088 -3.146 -1.105  0.438
C11 -0.023 -3.103 -0.240  -0.333
C12 1.065 -2.270 -0.554  -0.732
C13 0.971 -1.487 -1.739  -0.135
N2 -0.103 -1.555 -2.584  -0.590
C14 -1.097 -2.363 -2.262  -0.457
H5 -0.026 -3.708 0.656  0.358
H6 2.001 -2.345 -0.022  0.461
H7 1.848 -1.010 -2.146  0.617
H8 -1.948 -2.401 -2.935  0.344
C15 8.189 -1.530 -2.768  -1.476
C16 7.081 -0.942 -1.924  0.722
C17 6.088 -0.154 -2.492  -1.091
C18 5.083 0.425 -1.715  1.086
C19 4.004 1.274 -2.339  -1.124
C20 5.074 0.217 -0.340  0.659
C21 6.058 -0.583 0.253  1.203
C22 6.017 -0.842 1.741  -1.501
C23 7.047 -1.150 -0.547  -0.880
C24 3.962 0.830 0.507  -0.465
O2 4.215 1.925 1.038  -0.742
O3 2.901 0.142 0.532  -0.514
H9 7.887 -1.614 -3.813  0.354
H10 8.471 -2.526 -2.414  0.354
H11 9.088 -0.905 -2.734  0.266
H12 6.083 0.005 -3.569  0.259
H13 4.001 1.175 -3.427  0.334
H14 4.149 2.328 -2.086  0.408
H15 3.022 0.982 -1.958  -0.112
H16 5.130 -1.428 1.999  0.270
H17 5.938 0.101 2.289  0.314
H18 6.908 -1.382 2.075  0.377
H19 7.809 -1.780 -0.086  0.282
I2 1.658 6.206 -0.109  -0.021
C25 1.097 4.431 0.787  -0.741
C26 1.332 3.154 0.330  -0.146
N3 0.776 2.337 1.231  1.170
N4 0.207 2.979 2.258  -1.017
C27 0.392 4.269 1.994  -0.207
H20 1.851 2.784 -0.539  0.429
H21 0.771 1.282 1.163  0.188
H22 0.030 5.030 2.670  0.431

=====

no.,orbital gap (eV)
1,8.3
2,5.7
3,5.2